Record 1
{"formula": "C34H32N19O4RbSeTe", "method": "the ωB97M-V functional and the def2-TZVPD basis", "symbols": ["Te", "Rb", "Se", "O", "O", "O", "O", "N", "N", "N", "N", "N", "N", "N", "N", "N", "N", "N", "N", "N", "N", "N", "N", "N", "N", "N", "C", "C", "C", "C", "C", "C", "C", "C", "C", "C", "C", "C", "C", "C", "C", "C", "C", "C", "C", "C", "C", "C", "C", "C", "C", "C", "C", "C", "C", "C", "C", "C", "C", "C", "H", "H", "H", "H", "H", "H", "H", "H", "H", "H", "H", "H", "H", "H", "H", "H", "H", "H", "H", "H", "H", "H", "H", "H", "H", "H", "H", "H", "H", "H", "H", "H"], "xyz": [[1.426719, 0.344993, 2.651563], [-1.673232, 1.094729, 1.159719], [-5.040092, -0.487890, 2.614292], [0.574549, 2.293423, 0.853032], [0.858875, 7.632812, -2.217786], [-1.206570, 1.846434, -1.223497], [-0.417867, 7.372337, -3.929720], [-2.981499, 1.096855, 5.030614], [-0.609428, -7.539810, -0.847297], [-6.370265, -1.028180, 1.620892], [-1.360157, -2.361550, 0.353794], [0.850167, -0.569933, -1.662784], [1.079470, -1.065168, -4.032415], [0.073208, 6.963464, -2.880959], [-4.273165, 2.917617, 2.336397], [-2.346111, 2.729746, 3.321201], [-4.447162, 2.064646, 3.358345], [2.631498, -2.049496, -2.413169], [-3.899609, -0.237176, 1.317845], [2.731770, 0.340466, -2.907302], [-3.032170, 3.308330, 2.315030], [-2.852305, -1.223479, 4.325797], [-0.939623, -0.165741, 4.584329], [-1.851839, -2.043481, 4.002128], [-0.713413, -1.418508, 4.152525], [-3.981538, -0.430151, -1.029637], [-5.927729, -0.971336, 0.352182], [-0.482175, -4.511044, 0.921685], [-1.692350, -4.212912, -1.124141], [-1.856594, -2.883546, -0.766118], [-0.917578, 3.002138, -1.581032], [0.287001, 5.145484, -1.275528], [-4.571017, -0.527146, 0.181781], [0.660584, 3.405994, 0.370203], [1.649826, -1.748573, -1.349612], [2.737361, -0.959435, 3.747624], [-1.144774, 4.840024, -3.206357], [-0.692484, -3.163054, 1.183944], [-6.660602, -1.323353, -0.793319], [1.742352, 0.570887, -1.833778], [-0.775375, -6.432625, -0.586558], [5.204577, -1.522106, 3.705970], [-0.259874, 5.642101, -2.441069], [4.401391, 0.301218, 2.351341], [-4.712522, -0.745940, -2.073287], [-3.241120, 1.967926, 3.927685], [-1.456828, 3.583989, -2.801265], [0.145316, -0.795667, -2.918037], [6.749985, -0.301957, 2.332981], [-2.255798, -0.079240, 4.661366], [-6.047502, -1.200763, -2.011846], [5.705975, 0.496183, 1.890782], [1.986601, 0.084829, -4.142835], [3.261742, 1.173058, 1.881548], [-0.985349, -5.038887, -0.258112], [4.146024, -0.725931, 3.263190], [6.497181, -1.316291, 3.251217], [-0.002092, 3.865422, -0.837057], [3.488003, -0.868730, -2.571885], [1.886795, -2.235000, -3.663438], [2.647203, -0.746511, 4.812740], [2.175659, -1.583957, -0.406003], [1.224831, -3.096930, -3.551157], [-0.512929, -1.659254, -2.808108], [7.755171, -0.139336, 1.961326], [1.315632, 4.159736, 0.853443], [1.152599, 1.449700, -2.078933], [-7.677003, -1.684618, -0.698431], [1.400662, 0.972567, -4.387766], [-3.875112, 0.806811, 5.405053], [-6.570780, -1.451015, -2.926092], [-2.100353, -4.599650, -2.048396], [-1.559505, 5.261761, -4.111784], [4.213660, -1.065047, -3.365596], [0.959729, 5.774274, -0.703525], [-4.222563, -0.649164, -3.039253], [7.304294, -1.948115, 3.603809], [3.249343, 1.235471, 0.795622], [4.025599, -0.699241, -1.636681], [-2.136676, 2.960035, -3.369536], [-0.457751, 0.085217, -3.144021], [-2.407240, -2.197778, -1.399304], [3.373400, 2.191713, 2.255856], [2.438999, -1.996380, 3.597178], [2.696781, -0.105692, -4.951877], [0.057704, -5.133304, 1.622476], [0.987252, -2.610522, -1.238561], [5.894790, 1.285932, 1.171133], [2.597761, -2.440159, -4.468508], [5.002501, -2.318882, 4.414945], [2.267332, 0.749760, -0.897815], [-0.320154, -2.708427, 2.096599]], "forces_ev_per_angstrom": [[0.7, -0.1, 0.1], [0.3, -0.7, 0.2], [-0.2, -0.3, 0.2], [0.7, 0.5, -0.1], [0.0, 0.0, 0.1], [0.1, 0.5, -1.0], [-0.1, 0.0, 0.0], [0.2, 0.0, -0.5], [0.0, 0.0, 0.0], [0.1, 0.0, -0.2], [0.0, 0.0, 0.1], [0.0, -0.1, 0.0], [0.0, 0.0, 0.0], [0.1, -0.2, -0.1], [0.0, 0.0, 0.3], [0.0, 0.2, 0.3], [0.1, 0.2, 0.2], [-0.1, 0.0, 0.0], [-1.6, -0.8, -0.3], [-0.1, 0.0, 0.0], [-0.1, 0.2, 0.2], [0.0, 0.0, 0.0], [0.1, 0.0, 0.0], [0.1, -0.1, 0.1], [-0.3, 0.1, 0.0], [0.0, 0.1, -0.2], [0.1, 0.0, 0.0], [0.1, 0.0, 0.1], [0.0, 0.0, -0.1], [0.1, 0.0, 0.1], [0.1, 0.0, -0.1], [0.1, 0.1, 0.0], [-0.1, -0.2, 0.3], [0.0, 0.2, -0.2], [0.0, 0.0, -0.1], [0.0, -0.1, 0.0], [0.1, 0.1, 0.0], [0.0, 0.2, 0.0], [0.0, 0.0, -0.2], [0.1, -0.1, -0.1], [0.0, 0.2, 0.1], [0.0, 0.0, 0.0], [-0.1, 0.0, -0.1], [0.0, 0.0, 0.0], [0.2, 0.1, 0.2], [-0.1, 0.0, 0.2], [0.0, 0.0, 0.1], [0.1, 0.0, 0.0], [-0.1, 0.0, 0.0], [-0.1, 0.2, 0.2], [-0.2, 0.0, 0.1], [0.0, 0.0, 0.0], [0.0, 0.0, 0.1], [0.1, -0.1, 0.0], [0.0, -0.2, 0.0], [0.0, 0.0, 0.0], [0.0, 0.0, 0.0], [-0.1, -0.2, 0.1], [-0.1, 0.0, 0.0], [0.0, 0.1, 0.1], [0.0, 0.0, 0.0], [0.0, 0.0, 0.0], [0.0, 0.0, 0.0], [0.0, 0.0, 0.0], [0.0, 0.0, 0.0], [0.0, 0.0, 0.0], [-0.1, 0.1, 0.0], [0.0, 0.0, 0.0], [0.0, 0.0, 0.0], [0.0, 0.0, 0.0], [0.0, 0.0, 0.0], [0.0, 0.0, 0.0], [0.0, 0.0, 0.0], [0.0, 0.0, 0.0], [0.0, 0.0, 0.0], [0.0, 0.0, 0.0], [0.0, 0.0, 0.0], [0.0, 0.0, 0.0], [0.0, 0.0, 0.0], [0.0, 0.0, 0.0], [0.0, 0.0, 0.0], [0.0, 0.0, 0.0], [0.0, 0.0, 0.0], [0.0, 0.0, 0.0], [0.0, 0.0, 0.0], [0.0, 0.0, 0.0], [0.0, 0.0, 0.0], [0.0, 0.0, 0.0], [0.0, 0.0, 0.0], [0.0, 0.0, 0.0], [0.0, 0.0, 0.1], [0.0, 0.0, 0.0]], "spin_multiplicity": 1, "orbital_gap_ev": 6.4629, "total_charge": -2, "relative_energy_ev": 1.0764}

Record 2
{"formula": "C20H30NO3PSZr", "method": "the ωB97M-V functional and the def2-TZVPD basis", "symbols": ["Zr", "S", "P", "O", "O", "O", "N", "C", "C", "C", "C", "C", "C", "C", "C", "C", "C", "C", "C", "C", "C", "C", "C", "C", "C", "C", "C", "H", "H", "H", "H", "H", "H", "H", "H", "H", "H", "H", "H", "H", "H", "H", "H", "H", "H", "H", "H", "H", "H", "H", "H", "H", "H", "H", "H", "H", "H"], "xyz": [[0.420967, 0.574504, -1.447768], [0.548939, -2.327488, 1.234995], [-0.800055, 1.716184, 1.003217], [-0.558846, -2.168014, 2.278729], [1.378541, -0.153438, -2.812721], [0.740747, -1.119038, 0.399171], [-0.396017, 1.714592, -2.882144], [-4.720361, -0.857213, -1.251108], [2.251227, -2.665427, 1.880268], [-0.947480, 0.948796, -4.124075], [4.434591, -1.871231, 2.517935], [3.244853, -1.709249, 1.804897], [4.557634, -3.029441, 3.325085], [-4.107556, -0.547079, -2.511148], [-2.266116, 0.205539, -3.928762], [-1.473922, 2.839670, -2.551569], [3.546231, -4.000586, 3.349933], [-2.081083, 0.323712, 1.210551], [-2.681953, -0.085649, -0.110487], [-0.003757, 1.409952, 2.575065], [5.808632, -3.228687, 4.116511], [-2.144642, 0.093936, -1.372690], [-3.998378, -0.618567, -0.022882], [0.866755, 2.458329, -3.410837], [-2.783218, -0.071936, -2.588809], [-1.942335, 3.008712, 1.399555], [2.366759, -3.805400, 2.659257], [3.049114, -0.792243, 1.280061], [-1.189203, 1.750929, -4.828555], [-1.591415, 3.261278, -3.567351], [-2.301903, 2.369504, -1.993493], [1.748811, 1.871979, -3.207191], [-1.526418, 3.975724, 1.146759], [0.945809, 1.932092, 2.519623], [-4.399164, -0.803095, 1.006592], [-1.661044, -0.591979, 1.673389], [1.486000, -4.429952, 2.787908], [-0.680826, 1.836130, 3.320480], [-0.126327, 0.294186, -4.411746], [-4.546792, -0.729915, -3.504160], [6.705409, -3.104356, 3.497904], [-0.961362, 3.523945, -1.905500], [0.138304, 2.993407, -0.936868], [3.591915, -4.945649, 3.910060], [-2.880618, 0.584854, 1.904271], [5.757214, -4.263799, 4.473026], [2.275443, 0.691749, -0.226432], [-2.144141, 3.024177, 2.478370], [1.037504, 3.328553, -2.790133], [-3.119011, 0.694811, -4.358444], [-5.750324, -1.294260, -1.240542], [5.867754, -2.540891, 4.970757], [-2.935111, 3.027584, 0.919214], [-2.120050, -0.727399, -4.423993], [0.668763, 2.752926, -4.459559], [0.211029, 0.362299, 2.814979], [5.190482, -1.088067, 2.410409]], "forces_ev_per_angstrom": [[3.7, -4.2, 1.1], [-1.6, 2.4, 3.4], [-2.8, -1.7, -0.1], [3.5, -1.5, -2.9], [-1.6, 0.1, 2.4], [-0.2, -0.2, -1.1], [-2.4, 3.9, -3.6], [0.8, 0.1, 0.1], [-0.7, 0.0, 0.8], [-0.1, 1.1, 1.0], [-1.5, -0.5, -0.3], [0.3, 0.5, -0.3], [0.8, 0.5, -0.4], [0.0, -0.6, 1.2], [0.7, 0.3, 0.0], [1.5, -2.1, -1.3], [-0.6, -0.3, 0.0], [0.6, -1.6, -1.3], [-1.7, 0.0, 0.6], [1.5, 0.4, 0.1], [-0.2, -0.8, 0.1], [1.5, 0.4, 0.6], [-0.4, -0.3, -1.4], [-1.3, 0.4, 0.5], [-0.7, -0.6, 2.2], [-0.8, 2.2, 0.0], [-0.6, -0.2, -0.1], [0.2, 0.3, -0.6], [0.6, -0.3, -0.3], [-0.9, 0.3, 0.9], [0.1, 0.5, -1.0], [0.2, -0.5, -0.9], [0.2, 0.4, 0.1], [0.2, 0.2, 0.7], [0.0, 0.1, -1.3], [0.1, 0.8, -0.3], [0.4, -0.4, -0.1], [0.3, 0.0, 0.0], [-0.2, 0.2, -0.2], [-0.4, 0.0, 0.8], [-0.2, 0.1, 0.1], [0.1, 0.9, 0.2], [-0.1, -1.2, 1.5], [0.4, 0.7, 0.0], [0.2, 0.8, 0.0], [0.5, 0.3, 0.2], [-0.8, -0.2, 0.1], [0.2, -0.2, -0.2], [-0.5, 0.7, 0.0], [0.0, 0.5, -1.0], [1.1, 0.6, 0.1], [0.0, -0.2, -0.2], [0.5, -0.6, -0.2], [-0.2, -0.8, -0.6], [0.6, -0.3, 0.6], [-0.2, 0.2, -0.4], [-0.2, -0.4, 0.4]], "spin_multiplicity": 1, "orbital_gap_ev": [3.6029, 3.5899], "total_charge": 2}